2 unconnected molecules or ions with the total composition C4H12, computed with the ωB97M-V functional and the def2-TZVPD basis.

Structure (ORCA input):
```
! RIJCOSX wB97M-V def2-TZVPD def2/J DEFGRID3
* xyz 0 1
C 0.023 1.827 1.214
C -1.469 1.990 1.378
H 0.245 0.762 1.013
H 0.506 2.451 0.473
H 0.425 1.864 2.227
H -2.136 1.723 0.536
H -1.856 1.357 2.193
H -1.745 3.055 1.540
C 0.196 -1.703 -1.777
C 1.333 -2.026 -0.816
H 0.348 -0.720 -2.213
H 0.067 -2.336 -2.645
H -0.774 -1.758 -1.258
H 1.133 -2.979 -0.312
H 1.507 -1.232 -0.084
H 2.198 -2.274 -1.470
*
```

Results
relative energy (zero: lowest compared OMol25 entry of this formula, charge and spin) = 38.4 kJ/mol
SMILES = CC.CC
LUMO = 1.1 eV
gap between HOMO and LUMO = 12.4713 eV

A molecular structure, C4H6LiNiO2, computed with the ωB97M-V functional and the def2-TZVPD basis.

Structure (ORCA input):
```
! RIJCOSX wB97M-V def2-TZVPD def2/J DEFGRID3
* xyz 1 3
O 0.682 1.713 0.383
C -0.690 1.541 0.455
C -1.476 1.758 -0.636
Ni 0.273 0.694 1.898
Li 0.616 0.847 -1.185
H -1.097 2.325 -1.505
H -2.544 1.534 -0.621
C 0.974 -1.512 0.174
C -0.135 -1.432 -0.573
O 0.998 -1.061 1.485
H 1.887 -2.021 -0.140
H -0.109 -1.840 -1.583
H -1.074 -1.065 -0.154
H 1.695 -1.481 2.003
*
```

Results
LUMO (alpha / beta) = -4.2 / -4.5 eV
gap between HOMO and LUMO (alpha / beta) = 8.0595 / 8.1635 eV
⟨S²⟩ = 2.008

3 unconnected molecules or ions with the total composition C14H20F7N2O4, computed with the ωB97M-V functional and the def2-TZVPD basis.

Structure (ORCA input):
```
! RIJCOSX wB97M-V def2-TZVPD def2/J DEFGRID3
* xyz 1 1
F 2.795 -0.990 -0.734
C 2.350 -1.502 -1.861
F 1.330 -2.325 -1.609
F 3.303 -2.208 -2.440
C 1.962 -0.340 -2.827
F 2.882 0.611 -2.661
F 2.015 -0.708 -4.103
C 0.593 0.339 -2.534
F 0.655 0.930 -1.352
F 0.443 1.308 -3.436
N -0.556 -0.539 -2.600
C -0.836 -1.478 -3.569
C -1.976 -2.047 -3.171
N -2.349 -1.464 -2.003
C -1.486 -0.540 -1.649
H -0.227 -1.677 -4.425
H -2.469 -2.828 -3.716
H -3.177 -1.737 -1.496
H -1.532 0.065 -0.773
O -4.131 0.087 -0.856
C -4.746 0.040 0.196
O -6.062 -0.034 0.152
C -6.899 -0.256 1.305
C -7.203 1.036 2.032
C -4.042 0.150 1.527
H -6.461 -1.011 1.957
H -7.819 -0.681 0.911
H -6.300 1.503 2.425
H -7.883 0.851 2.863
H -7.666 1.751 1.353
H -3.865 1.203 1.742
H -3.084 -0.364 1.460
H -4.585 -0.299 2.353
O 4.063 0.911 4.339
C 4.585 0.795 3.267
O 5.923 0.690 3.192
C 6.628 0.379 1.988
C 6.881 1.613 1.148
C 3.772 0.844 1.992
H 6.112 -0.405 1.430
H 7.577 -0.044 2.311
H 5.950 2.077 0.820
H 7.470 1.362 0.265
H 7.423 2.359 1.729
H 3.592 1.886 1.731
H 2.819 0.354 2.180
H 4.233 0.334 1.149
*
```

Results
LUMO = -3.2 eV
gap between HOMO and LUMO = 8.6794 eV

A molecular structure, C2H3Cl3F6O2PV, computed with the ωB97M-V functional and the def2-TZVPD basis.

Structure (ORCA input):
```
! RIJCOSX wB97M-V def2-TZVPD def2/J DEFGRID3
* xyz -2 3
V 1.215 -0.148 1.499
C -2.653 -1.098 0.973
C -1.220 -0.732 0.934
O -0.851 0.383 1.451
O -0.324 -1.532 0.571
H -3.312 -0.262 0.763
H -2.832 -1.492 1.976
H -2.863 -1.914 0.279
Cl 3.015 -1.516 0.677
Cl 2.120 1.980 2.033
Cl 1.022 -0.972 3.799
P 0.961 1.047 -2.164
F 0.838 1.564 -3.697
F -0.529 1.594 -1.844
F 0.339 -0.375 -2.566
F 1.055 0.528 -0.557
F 2.439 0.480 -2.417
F 1.580 2.465 -1.711
*
```

Results
relative energy (zero: lowest compared OMol25 entry of this formula, charge and spin) = 18.4 kJ/mol
LUMO (alpha / beta) = 5.4 / 5.4 eV
gap between HOMO and LUMO (alpha / beta) = 8.4035 / 8.6612 eV
⟨S²⟩ = 2.015

9 unconnected molecules or ions with the total composition C27H78N6O9, computed with the ωB97M-V functional and the def2-TZVPD basis.

Structure (ORCA input):
```
! RIJCOSX wB97M-V def2-TZVPD def2/J DEFGRID3
* xyz 0 1
C 11.673 16.620 20.378
O 11.854 15.468 19.607
H 10.932 17.285 19.939
H 11.319 16.280 21.373
H 12.588 17.219 20.452
H 11.470 15.717 18.764
C 12.262 8.498 22.431
O 11.825 9.637 21.799
H 12.899 8.830 23.223
H 11.444 7.899 22.870
H 12.866 7.812 21.739
H 10.862 9.715 21.669
C 14.650 8.557 17.931
O 13.303 8.454 17.685
H 14.869 9.556 18.310
H 15.020 7.899 18.719
H 15.139 8.366 16.990
H 12.751 9.153 18.118
C 7.850 16.348 16.353
C 8.765 15.650 15.326
C 9.958 14.921 16.008
O 10.767 15.749 16.755
C 11.837 16.271 15.934
N 8.026 14.804 14.451
H 8.380 17.081 16.939
H 7.455 15.584 17.029
H 7.076 16.775 15.743
H 9.250 16.332 14.669
H 10.480 14.376 15.154
H 9.465 14.126 16.588
H 12.686 16.499 16.593
H 11.557 17.310 15.602
H 12.098 15.598 15.130
H 7.491 14.096 14.953
H 8.630 14.259 13.865
C 16.053 15.505 14.767
C 16.430 14.312 15.644
C 15.441 14.005 16.826
O 15.617 12.744 17.468
C 16.657 12.729 18.401
N 16.320 13.166 14.746
H 15.820 16.439 15.350
H 15.206 15.382 14.119
H 16.904 15.775 14.141
H 17.468 14.447 16.065
H 14.444 13.900 16.408
H 15.537 14.814 17.571
H 16.473 11.989 19.165
H 16.604 13.738 18.868
H 17.608 12.543 17.925
H 16.662 12.305 15.059
H 16.724 13.362 13.857
C 10.810 10.619 16.109
C 12.034 11.514 16.151
C 12.252 12.165 17.514
O 12.432 11.285 18.592
C 12.860 11.938 19.769
N 13.176 10.803 15.605
H 10.947 9.723 16.712
H 10.525 10.358 15.130
H 9.951 11.152 16.547
H 11.753 12.413 15.503
H 11.321 12.685 17.677
H 13.073 12.886 17.511
H 12.418 12.940 19.968
H 13.896 12.189 19.690
H 12.633 11.278 20.597
H 13.076 9.865 16.000
H 14.071 11.143 15.992
C 14.433 12.789 11.376
C 13.186 13.470 11.995
C 11.983 13.070 11.238
O 12.071 13.594 9.946
C 11.132 13.089 8.996
N 13.008 13.275 13.411
H 14.469 12.981 10.299
H 14.355 11.698 11.519
H 15.381 13.182 11.747
H 13.317 14.539 11.894
H 11.040 13.415 11.736
H 11.971 12.018 11.100
H 11.230 12.026 8.885
H 11.390 13.563 8.042
H 10.144 13.258 9.237
H 13.832 13.601 13.835
H 13.043 12.233 13.651
C 11.256 5.127 17.086
C 11.095 6.463 16.413
C 12.045 6.737 15.268
O 11.696 7.961 14.564
C 12.649 8.244 13.494
N 9.702 6.634 16.007
H 12.276 5.065 17.558
H 11.039 4.321 16.438
H 10.487 5.064 17.797
H 11.428 7.260 17.123
H 12.053 5.969 14.490
H 13.056 6.756 15.710
H 12.382 7.705 12.587
H 13.605 7.816 13.866
H 12.759 9.352 13.369
H 9.693 6.983 15.071
H 9.238 7.221 16.685
C 8.918 13.185 19.110
C 9.149 11.837 19.752
C 8.632 11.829 21.155
O 9.166 10.681 21.813
C 8.836 10.624 23.235
N 8.462 10.766 18.978
H 7.877 13.481 19.205
H 9.114 13.038 18.089
H 9.489 14.030 19.509
H 10.181 11.586 19.812
H 7.555 11.795 21.124
H 9.042 12.757 21.590
H 8.199 11.407 23.490
H 9.674 10.875 23.912
H 8.395 9.621 23.483
H 9.193 10.177 18.565
H 7.873 10.182 19.563
*
```

Results
relative energy (zero: lowest compared OMol25 entry of this formula, charge and spin) = 268.0 kJ/mol
SMILES = COC[C@H](C)N.COC[C@H](C)N.COC[C@H](C)N.COC[C@H](C)N.COC[C@H](C)N.COC[C@H](C)N.CO.CO.CO
LUMO = 0.6 eV
gap between HOMO and LUMO = 9.2618 eV

A molecular structure, C4H8N2P, computed with the ωB97M-V functional and the def2-TZVPD basis.

Structure (ORCA input):
```
! RIJCOSX wB97M-V def2-TZVPD def2/J DEFGRID3
* xyz 1 1
C 0.910 -1.365 -0.276
C 1.330 -0.154 0.179
C -0.957 0.141 0.222
C -2.312 0.577 0.387
N 0.201 0.638 0.554
N -0.346 -1.631 -0.341
P 3.080 0.444 -0.168
H 1.680 -2.132 -0.674
H -2.264 1.594 0.863
H -2.909 0.528 -0.480
H -2.857 -0.071 1.071
H 0.317 1.641 0.621
H -0.890 -2.380 -0.560
H 3.415 1.059 1.003
H 2.659 1.607 -0.706
*
```

Results
relative energy (zero: lowest compared OMol25 entry of this formula, charge and spin) = 300.5 kJ/mol
LUMO (alpha / beta) = -4.4 / -4.4 eV
gap between HOMO and LUMO (alpha / beta) = 8.6804 / 8.6812 eV

Number 1: total energy -4342.130 eV. Number 2: total energy -49579.129 eV. Number 3: total energy -45029.005 eV. Number 4: total energy -95080.450 eV. Number 5: total energy -56626.283 eV. Number 6: total energy -16536.532 eV.